No. 1
C38H51ClOP4STi as an isolated structure in a non-equilibrium geometry. Source: OMol25; level of theory: ωB97M-V/def2-TZVPD.

Positions of all 97 atoms, in Å:
P (1.5920, 1.0700, -3.6698)
C (3.1553, 1.3805, -3.0063)
C (3.9958, 0.7133, -3.9441)
H (3.5704, -0.1207, -4.5157)
C (5.2684, 1.1972, -4.1842)
H (5.8612, 0.7301, -4.9655)
C (5.7412, 2.2670, -3.4209)
H (6.7368, 2.6433, -3.6316)
C (4.9691, 2.8391, -2.4064)
H (5.3901, 3.6515, -1.8143)
C (3.6633, 2.3980, -2.1633)
H (3.0442, 2.8001, -1.3534)
C (1.0551, -0.6229, -3.6221)
C (1.7331, -1.7397, -3.0523)
H (2.5203, -1.5784, -2.3099)
C (1.3698, -3.0231, -3.4677)
H (1.9002, -3.8981, -3.0727)
C (0.3566, -3.1974, -4.4198)
H (0.1173, -4.1905, -4.7832)
C (-0.3578, -2.1058, -4.9213)
H (-1.1395, -2.2219, -5.6736)
C (-0.0583, -0.8286, -4.4744)
H (-0.5873, 0.0503, -4.8434)
C (0.3198, 2.2768, -3.5169)
C (0.6345, 2.9507, -4.7239)
H (1.5700, 2.6586, -5.2221)
C (-0.2349, 3.8824, -5.2546)
H (0.0108, 4.3316, -6.2140)
C (-1.3902, 4.2088, -4.5340)
H (-2.0559, 4.9557, -4.9509)
C (-1.6868, 3.5999, -3.3082)
H (-2.5885, 3.9035, -2.7587)
C (-0.8511, 2.5977, -2.7842)
H (-1.0647, 2.1112, -1.8281)
Ti (0.1025, -0.1809, 2.1515)
C (-1.6296, -1.3046, 1.4320)
C (-1.9240, -1.5952, 0.1323)
H (-2.3411, -1.7002, 2.1705)
C (-1.2339, -1.0097, -1.0653)
O (-2.1124, -0.1269, -1.8131)
H (-1.7112, 0.1659, -2.6463)
C (-0.2954, -0.1710, -0.3483)
H (-0.6175, -1.7436, -1.6311)
C (0.1532, 0.7005, 0.4931)
Cl (1.9512, 1.0986, 2.6449)
P (-1.3982, 1.9664, 2.1468)
P (1.6695, -2.0506, 1.8240)
C (-0.8499, 2.9887, 3.5383)
H (0.2114, 3.2261, 3.4082)
H (-0.9644, 2.4524, 4.4883)
H (-1.4532, 3.9064, 3.5424)
C (-1.6094, 3.1543, 0.7939)
H (-2.3229, 2.7804, 0.0483)
H (-0.6468, 3.3109, 0.2937)
H (-1.9692, 4.1117, 1.1939)
C (-3.0831, 1.4537, 2.5638)
H (-3.0659, 0.8220, 3.4599)
H (-3.4963, 0.8698, 1.7326)
H (-3.6922, 2.3514, 2.7399)
C (2.4410, -2.2202, 3.4616)
H (1.6766, -2.3512, 4.2380)
H (3.0127, -1.3163, 3.6997)
H (3.1072, -3.0900, 3.4320)
C (0.8351, -3.6319, 1.5474)
H (0.4536, -3.6655, 0.5182)
H (-0.0226, -3.7140, 2.2265)
H (1.5412, -4.4548, 1.7236)
C (3.0613, -2.0318, 0.6753)
H (3.4345, -1.0046, 0.5809)
H (2.7437, -2.3841, -0.3141)
H (3.8590, -2.6809, 1.0653)
P (-3.3095, -2.6688, -0.3607)
C (-3.8850, -3.6362, 1.0350)
C (-2.7691, -3.8071, -1.6580)
H (-4.1587, -2.9856, 1.8720)
H (-3.1045, -4.3271, 1.3737)
H (-4.7679, -4.2425, 0.7900)
H (-2.4686, -3.2544, -2.5568)
H (-3.5588, -4.5216, -1.9390)
H (-1.9095, -4.3819, -1.2920)
C (-4.7050, -1.7229, -1.0199)
H (-5.1120, -1.0638, -0.2424)
H (-5.5246, -2.3650, -1.3801)
H (-4.3442, -1.1080, -1.8525)
H (1.0300, 1.2828, 0.1083)
S (-0.7439, -1.0136, 4.4218)
C (-0.1329, 0.1528, 5.5395)
C (1.1988, 0.6047, 5.7133)
C (1.5395, 1.3082, 6.8630)
C (0.5656, 1.6065, 7.8222)
C (-0.7671, 1.2210, 7.6130)
C (-1.1260, 0.5279, 6.4730)
H (1.9481, 0.3980, 4.9557)
H (2.5770, 1.6167, 7.0227)
H (0.8345, 2.1375, 8.7311)
H (-1.5440, 1.4469, 8.3428)
H (-2.1367, 0.1743, 6.2875)

The charge is +2. The frontier orbital gap (alpha / beta) is 0.138 / 0.138 hartree. The total energy comes out at -4626.41650 hartree. The spin multiplicity is 1.

=====

No. 2
C38H51N4O2OsTe as an isolated structure. Source: OMol25; level of theory: ωB97M-V/def2-TZVPD.

Positions of all 97 atoms, in Å:
Os (0.6703, 2.0263, -0.4370)
C (2.4743, 3.9528, 0.5867)
C (3.0345, 2.8314, 1.2216)
C (2.0190, 2.1444, 1.9048)
C (0.7682, 2.8114, 1.6667)
C (1.0637, 3.9403, 0.8144)
C (0.1338, 5.0842, 0.5359)
C (-0.4271, 2.7229, 2.5748)
C (2.2397, 0.9157, 2.7248)
C (4.4676, 2.4018, 1.1927)
C (3.2225, 5.0260, -0.1359)
H (0.2088, 5.8500, 1.3148)
H (-0.9055, 4.7571, 0.4943)
H (0.3679, 5.5587, -0.4184)
H (-0.2280, 3.2513, 3.5121)
H (-0.6731, 1.6868, 2.8141)
H (-1.3094, 3.1786, 2.1224)
H (1.3368, 0.6140, 3.2555)
H (3.0328, 1.0810, 3.4591)
H (2.5509, 0.0771, 2.0917)
H (4.9529, 2.5728, 2.1579)
H (5.0349, 2.9422, 0.4348)
H (4.5472, 1.3335, 0.9719)
H (3.5500, 5.7997, 0.5657)
H (2.6010, 5.5045, -0.8924)
H (4.1135, 4.6395, -0.6343)
C (-2.9713, -5.6189, 5.2278)
C (-2.3633, -4.5969, 4.3028)
C (-2.5676, -3.2363, 4.4976)
C (-2.0251, -2.2779, 3.6485)
C (-2.2707, -0.8245, 3.9695)
C (-1.2628, -2.6976, 2.5440)
Te (-0.4724, -1.2676, 1.1677)
N (1.9688, 0.3815, -0.9075)
C (1.3659, -0.4449, -1.6505)
O (0.1141, -0.2951, -2.1456)
C (1.9260, -1.7468, -2.1234)
C (2.6354, -2.5512, -1.2386)
C (3.1900, -3.7457, -1.6742)
C (3.0525, -4.1353, -3.0016)
C (2.3507, -3.3306, -3.8885)
C (1.7821, -2.1426, -3.4487)
C (-2.4053, -0.8960, 0.3709)
C (-2.9948, 0.3397, 0.6321)
C (-4.2763, 0.6279, 0.1830)
C (-4.9735, -0.3281, -0.5412)
C (-4.3742, -1.5447, -0.8301)
C (-3.0836, -1.8486, -0.3971)
C (-2.4673, -3.1679, -0.7764)
C (-1.0046, -4.0670, 2.3554)
C (-0.1143, -4.6415, 1.2727)
C (-1.5719, -4.9866, 3.2365)
H (-3.4220, -5.1432, 6.0981)
H (-2.2194, -6.3279, 5.5776)
H (-3.7485, -6.1914, 4.7176)
H (-3.1626, -2.9056, 5.3429)
H (-2.7929, -0.7297, 4.9216)
H (-2.8745, -0.3423, 3.2015)
H (-1.3277, -0.2790, 4.0393)
H (2.7459, -2.2266, -0.2114)
H (3.7328, -4.3722, -0.9772)
H (3.4929, -5.0637, -3.3429)
H (2.2441, -3.6289, -4.9240)
H (1.2202, -1.5184, -4.1329)
H (-2.4350, 1.0899, 1.1782)
H (-4.7230, 1.5910, 0.3986)
H (-5.9765, -0.1228, -0.8943)
H (-4.9098, -2.2772, -1.4242)
H (-3.0643, -3.6630, -1.5426)
H (-2.4066, -3.8308, 0.0887)
H (-1.4547, -3.0270, -1.1586)
H (0.2744, -3.8849, 0.5968)
H (-0.6581, -5.3799, 0.6802)
H (0.7344, -5.1572, 1.7280)
H (-1.3747, -6.0438, 3.0779)
N (3.5338, 3.9891, -3.5356)
C (3.0059, 3.0870, -2.6534)
N (3.7817, 2.0517, -2.2973)
O (1.8698, 3.2917, -2.1959)
H (4.3313, 3.7511, -4.0973)
H (2.8887, 4.6623, -3.9091)
H (4.6664, 1.8920, -2.7431)
H (3.3829, 1.3274, -1.6859)
C (-2.0676, 2.6091, -2.3732)
C (-1.2850, 1.4084, -2.8922)
C (-0.4217, 1.8229, -4.0898)
C (-2.2549, 0.3064, -3.3173)
N (-0.4626, 0.9550, -1.7592)
H (-2.5521, 3.1286, -3.2025)
H (-1.3964, 3.3231, -1.8819)
H (-2.8247, 2.2966, -1.6509)
H (-1.0567, 2.0873, -4.9392)
H (0.2272, 0.9958, -4.3898)
H (0.2043, 2.6784, -3.8349)
H (-2.9264, 0.6873, -4.0910)
H (-2.8534, -0.0240, -2.4658)
H (-1.7184, -0.5533, -3.7175)

Its expectation value of S² is 8.78. The charge is 0. Its energy above the lowest of the compared OMol25 structures with the same formula, charge and spin is 16.2 kJ/mol. The frontier orbital gap (alpha / beta) is 0.237 / 0.250 hartree. The total energy comes out at -2206.66796 hartree. The spin multiplicity is 6.